Entry 1:
The following is a quantum chemistry calculation of the molecule C24H17N3O5 at a distorted geometry, from OMol25.

Cartesian coordinates (Å):
O: 2.333 -2.994 2.494
C: 2.311 -1.891 2.002
C: 2.944 -1.612 0.623
O: 1.950 -1.318 -0.361
C: 1.515 -0.067 -0.466
O: 1.893 0.849 0.226
C: 0.487 0.058 -1.542
C: 0.843 0.381 -2.823
C: -0.172 0.523 -3.801
C: 0.156 0.866 -5.193
C: 1.377 0.539 -5.779
C: 1.597 0.904 -7.097
N: 0.711 1.547 -7.837
C: -0.454 1.848 -7.286
C: -0.784 1.533 -5.979
N: -1.443 0.375 -3.518
C: -1.818 0.055 -2.269
C: -3.193 -0.104 -1.996
C: -3.611 -0.430 -0.736
C: -2.682 -0.612 0.302
C: -1.342 -0.466 0.071
C: -0.879 -0.128 -1.215
N: 1.756 -0.780 2.539
C: 1.015 -0.654 3.722
C: 0.810 -1.713 4.596
C: 0.060 -1.550 5.759
C: -0.466 -0.308 6.009
C: -0.262 0.758 5.128
C: 0.471 0.614 3.979
O: -0.891 1.873 5.608
C: -1.492 1.484 6.826
O: -1.230 0.119 7.064
H: 3.444 -2.518 0.277
H: 3.653 -0.780 0.694
H: 1.877 0.552 -3.080
H: 2.134 -0.006 -5.236
H: 2.531 0.667 -7.590
H: -1.152 2.368 -7.928
H: -1.742 1.791 -5.558
H: -3.888 0.038 -2.808
H: -4.663 -0.551 -0.528
H: -3.034 -0.870 1.289
H: -0.632 -0.609 0.873
H: 1.860 0.087 2.017
H: 1.238 -2.674 4.370
H: -0.098 -2.370 6.438
H: 0.623 1.440 3.304
H: -2.581 1.646 6.767
H: -1.080 2.089 7.649

## Properties
Total energy   -1465.2718 Ha
SMILES string   O=C(COC(=O)c1cc(-c2ccncc2)nc2ccccc12)Nc1ccc2c(c1)OCO2
LUMO energy   -0.48 eV
Orbital gap   7.497 eV
M   427.42 g/mol

=====

Entry 2:
The following is a quantum chemistry calculation of a structure of composition C5H6I4 at a distorted geometry, from OMol25.

Cartesian coordinates (Å):
C: -0.860 0.338 0.261
C: 0.242 -0.770 0.377
C: -0.023 1.521 -0.003
C: 1.561 -0.039 0.634
C: 1.200 1.452 1.073
I: -0.993 3.467 0.095
I: 2.972 -0.955 1.985
I: 2.681 2.921 0.436
I: 0.473 1.751 3.039
H: -1.603 0.133 -0.522
H: -1.309 0.372 1.331
H: 0.024 -1.442 1.134
H: 0.332 -1.209 -0.607
H: 0.469 1.403 -0.941
H: 2.026 0.037 -0.323

## Properties
Relative energy (zero: lowest compared OMol25 entry of this formula, charge and spin)   0.0000 eV
Total energy   -1384.8674 Ha
LUMO energy   -0.43 eV
Orbital gap   8.657 eV
M   573.72 g/mol

=====

Entry 3:
The following is a quantum chemistry calculation of the ion C5H6N with charge +1 at a distorted geometry, from OMol25.

Cartesian coordinates (Å):
C: -2.710 1.077 -0.245
C: -2.949 2.262 -0.680
C: -1.811 0.221 0.173
C: -0.751 -0.627 0.459
C: 0.341 -0.337 -0.461
N: 1.727 -0.113 0.324
H: -0.741 -1.568 1.045
H: 0.126 0.547 -1.135
H: 0.639 -1.200 -0.997
H: 2.648 -0.414 -0.157
H: 1.635 -0.687 1.151
H: 1.847 0.838 0.523

## Properties
Relative energy (zero: lowest compared OMol25 entry of this formula, charge and spin)   6.4864 eV
Total energy   -248.3773 Ha
LUMO energy   -5.49 eV
Orbital gap   8.166 eV
Net charge   +1
M   80.11 g/mol